No. 1
C20H20ClGaNP | ωB97M-V/def2-TZVPD

```
44
Properties=species:S:1:pos:R:3:forces:R:3:lowdin_charge:R:1
Ga 0.304669 -0.071760 2.290037 1.947 -0.447 0.337 0.250
Cl 2.417725 -0.301791 2.551844 -0.317 0.133 -0.028 0.298
P 0.042805 -0.008606 -0.090255 -0.215 -0.134 -2.964 1.007
C -0.692943 1.534350 -0.752933 -0.076 0.444 0.822 -0.351
C -1.894808 1.545384 -1.491814 0.461 0.210 0.166 -0.063
C -2.340111 2.741012 -2.057362 -0.173 0.022 0.004 -0.036
C -1.648146 3.937374 -1.838781 0.013 -0.334 0.045 -0.031
C -0.505104 3.941104 -1.039198 0.353 -0.021 0.333 -0.046
C -0.024774 2.749858 -0.482682 -0.608 -0.074 -0.380 -0.111
C 1.676016 -0.211150 -0.906093 0.040 -0.170 0.571 -0.367
C 2.348279 -1.428770 -0.697669 0.046 0.154 0.222 -0.117
C 3.633692 -1.609524 -1.199716 -0.216 -0.083 -0.006 -0.045
C 4.235861 -0.596972 -1.951623 -0.054 0.203 0.139 -0.032
C 3.552106 0.596172 -2.195914 -0.114 -0.106 -0.034 -0.038
C 2.265024 0.786584 -1.685417 0.066 0.262 0.062 -0.064
C -0.948985 -1.356760 -0.833937 -0.108 -0.261 0.470 -0.362
C -1.553909 -2.322198 -0.020238 0.018 0.370 -0.434 -0.103
C -2.342532 -3.313550 -0.600600 -0.165 -0.412 0.196 -0.053
C -2.520553 -3.363518 -1.985252 0.186 0.373 0.210 -0.030
C -1.894616 -2.411410 -2.802474 0.109 0.010 0.153 -0.033
C -1.094023 -1.415937 -2.240231 -0.066 -0.070 0.386 -0.075
H 1.868552 -2.218436 -0.113280 0.221 0.152 -0.161 0.111
H 4.169001 -2.538090 -0.991293 -0.202 0.288 -0.150 0.124
H 5.251467 -0.729528 -2.329566 -0.344 0.031 0.099 0.126
H 4.023009 1.393038 -2.775990 -0.198 -0.318 0.137 0.124
H 1.720304 1.707192 -1.898553 0.304 -0.237 0.067 0.102
H -2.458306 0.632330 -1.628102 0.005 0.079 -0.090 0.103
H -3.255186 2.741405 -2.664803 0.469 -0.015 0.335 0.129
H -2.011059 4.866705 -2.278496 0.110 -0.271 0.123 0.127
H 0.025921 4.878289 -0.832290 -0.266 -0.430 -0.134 0.127
H 0.863272 2.749592 0.141724 0.043 0.126 -0.098 0.110
H -1.405185 -2.275016 1.062269 -0.159 -0.201 -0.188 0.081
H -2.819592 -4.063145 0.042086 0.202 0.327 -0.334 0.125
H -3.152165 -4.132690 -2.428937 0.201 0.189 0.140 0.125
H -2.030638 -2.448954 -3.887098 0.096 0.026 0.420 0.127
H -0.604015 -0.682112 -2.880985 -0.096 -0.197 0.166 0.126
H -1.560414 0.772606 2.424612 -0.922 -1.055 0.027 0.105
H -1.748239 0.000160 2.412798 -0.239 1.442 0.075 0.099
C 0.024507 -0.005640 6.921021 -0.416 0.261 1.145 0.012
C 0.002654 -0.029815 5.497156 0.158 -0.065 -4.083 -0.077
N 0.011997 -0.058428 4.319621 -0.473 0.105 2.923 0.112
H 0.919878 -0.504056 7.296966 0.007 -0.056 -0.111 0.123
H -0.874259 -0.510248 7.321437 0.365 0.145 -0.235 0.130
H 0.022819 1.034951 7.300008 0.006 -0.396 -0.346 0.132
```
Positions in Å, forces in eV/Å.

Maximum force: 4.1 eV Å⁻¹
E_tot: -3554.61166 a.u.
Net charge: +2
HOMO level: -14.846 eV

***

No. 2
C20H20ClNO7 | ωB97M-V/def2-TZVPD

```
49
Properties=species:S:1:pos:R:3:forces:R:3:lowdin_charge:R:1
C 2.412209 3.461919 5.040143 -0.522 -0.046 -0.315 -0.019
C 2.746103 3.612470 3.590258 0.562 -1.054 -1.004 -0.292
O 3.433514 2.397281 3.121170 1.050 3.260 -0.859 -0.077
C 2.752202 1.251216 2.819673 -0.344 -0.184 3.339 -0.212
C 1.480801 1.414161 2.168622 -3.163 0.364 -2.037 -0.038
C 0.882549 0.373202 1.486604 1.388 1.077 2.380 -0.117
O 1.518592 -0.886926 1.638981 -1.632 0.711 -1.186 0.033
C -0.467230 0.526875 0.859766 1.375 1.044 0.412 -0.062
C -1.191885 -0.553826 0.190535 -4.479 -3.056 -3.149 -0.309
O -2.441400 -0.429150 -0.049820 3.927 -0.433 0.863 0.010
N -0.498206 -1.720768 -0.331831 -0.145 1.748 1.613 0.132
C -1.083759 -2.957130 -0.895840 -3.024 0.415 1.901 -0.210
C -0.523700 -3.311683 -2.262821 1.776 2.145 0.550 -0.108
C -0.926441 -2.390164 -3.385201 -0.785 1.159 -1.565 -0.197
C -0.043428 -1.913861 -4.387573 -0.351 -0.451 0.429 -0.017
C -0.538720 -1.249163 -5.526008 0.372 -0.548 1.090 -0.020
C -1.859920 -0.874596 -5.537715 -0.486 0.629 -0.654 -0.338
O -2.202221 0.006998 -6.544210 -2.156 1.189 0.320 0.001
C -2.770396 -1.368520 -4.612669 -1.056 -0.020 -0.123 -0.026
C -2.334072 -2.149518 -3.579043 3.318 -0.159 0.668 -0.021
C -1.019567 -4.195998 0.097502 1.558 -1.359 0.266 -0.376
O -0.002671 -4.702750 0.583809 -2.114 1.659 -1.034 0.077
O -2.245701 -4.815936 0.297757 1.202 1.820 -0.765 0.091
C -1.091666 1.737394 0.873788 -0.152 -0.577 1.208 -0.013
C -0.637241 2.940118 1.691113 1.122 -1.209 0.392 -0.484
Cl -1.818867 3.084403 3.126133 0.843 -0.155 -0.729 0.568
C 0.866841 2.829799 2.125085 -0.622 0.368 -0.273 -0.256
O 1.704002 3.693753 1.364406 0.442 0.480 -1.315 0.042
C 1.617311 4.092374 2.686046 -0.252 -5.153 0.257 -0.122
H 3.290553 3.044444 5.550610 -0.635 0.095 0.132 0.106
H 2.155130 4.432719 5.376982 0.300 1.271 0.815 0.072
H 1.450306 2.976072 5.206899 0.323 -0.893 -0.022 0.092
H 3.495114 4.353839 3.452709 1.123 0.518 0.203 0.140
H 2.629336 0.853229 3.850115 -0.633 -1.000 -0.342 0.156
H 3.411415 0.580940 2.328332 0.914 -0.396 -0.789 0.128
H 2.348491 -0.806245 2.122553 -0.256 0.145 -0.087 0.084
H 0.385699 -1.812186 0.149919 0.320 -0.407 -0.285 0.102
H -2.229235 -2.776512 -0.892745 1.888 -0.011 -0.404 0.154
H 0.582560 -3.369530 -2.153730 -0.588 0.057 -0.205 0.142
H -0.843717 -4.233685 -2.592536 -0.731 -2.446 -0.183 0.103
H 1.046604 -2.035996 -4.281964 -0.615 -0.250 -0.111 0.114
H 0.058301 -1.051515 -6.403277 0.301 0.428 0.227 0.117
H -3.029476 0.576617 -6.328122 2.107 -1.842 -0.292 0.156
H -3.848095 -1.222568 -4.750115 0.437 0.295 0.053 0.122
H -2.877500 -2.537160 -2.754792 -1.377 -0.139 0.022 0.095
H -2.042577 -5.500387 0.930677 0.054 -0.722 0.439 0.105
H -2.126027 1.741680 0.516556 0.498 0.145 -0.183 0.123
H -0.732008 3.872721 1.158237 -0.169 0.205 -0.178 0.105
H 1.158091 5.011549 2.865033 -0.913 1.281 0.511 0.142
```
Positions in Å, forces in eV/Å.

SMILES string: C[C@H]1OCC2=C(O)C(C(=O)N[C@@H](Cc3ccc(O)cc3)C(=O)O)=C[C@@H](Cl)[C@]23O[C@H]13
Maximum force: 6.3 eV Å⁻¹
E_tot: -1815.62860 a.u.
Energy above the lowest of the compared OMol25 structures with the same formula, charge and spin: 99.86 kcal/mol
HOMO level: -8.383 eV